C22H33AsF14N4OS5Sb2TeTi | ωB97M-V/def2-TZVPD

Structure (XYZ):
```
84
Properties=species:S:1:pos:R:3:forces:R:3:mulliken_spin:R:1
Ti 2.1068 1.2568 0.6995 1.606 1.416 0.170 0.0076
C -1.2629 -1.3704 -2.2410 -0.199 0.076 0.090 0.0024
Sb -1.3289 -0.6689 -0.1740 -2.507 0.025 -0.650 0.0143
C -2.1204 -2.6680 0.3264 -0.082 0.693 -0.035 0.0163
C -3.2448 0.6526 -0.4306 1.168 -1.196 0.720 0.0011
C -3.4156 1.1246 -1.7911 -0.170 0.411 -0.973 -0.0001
C -4.0227 0.2622 -2.7105 -0.015 0.232 0.123 0.0005
C -4.2135 0.6108 -4.0277 0.043 0.011 -0.204 -0.0003
C -3.7782 1.8559 -4.4653 0.000 -0.092 -0.075 0.0003
C -3.1881 2.7276 -3.5746 -0.055 -0.116 0.055 -0.0003
C -2.9975 2.4042 -2.2278 -0.392 -0.529 -0.251 0.0009
C -2.4422 3.4173 -1.3350 1.523 0.712 0.257 0.0002
Sb -0.1403 3.6026 -1.1320 -0.808 1.012 -0.471 0.0010
C -0.2433 5.5868 -0.1668 -0.349 -0.600 -0.597 0.0001
C 0.4605 4.3908 -3.0776 -0.580 -0.069 0.525 0.0001
H -2.1765 -1.9222 -2.4533 0.009 -0.099 -0.043 -0.0006
H -0.3966 -2.0218 -2.3410 -0.010 -0.291 -0.041 0.0006
H -1.1703 -0.5467 -2.9406 -0.197 0.056 -0.103 -0.0004
H -3.0332 -2.8609 -0.2217 -0.239 -0.125 -0.150 0.0002
H -2.3007 -2.7507 1.3892 -0.078 -0.080 0.329 -0.0055
H -1.3645 -3.3930 0.0369 0.131 -0.082 -0.075 0.0028
H -3.1080 1.4271 0.3115 0.008 0.069 0.096 -0.0004
H -3.9956 -0.0671 -0.1273 -0.424 0.027 0.090 0.0000
H -4.3667 -0.6973 -2.3510 -0.038 -0.192 0.023 0.0000
H -4.6842 -0.0812 -4.7128 -0.040 -0.027 -0.046 0.0000
H -3.9023 2.1380 -5.5007 -0.013 0.063 -0.095 0.0000
H -2.8674 3.7008 -3.9166 0.074 0.136 -0.041 0.0000
H -2.7419 3.3163 -0.2976 -0.082 0.079 0.131 0.0001
H -2.6329 4.4247 -1.6860 -0.416 0.178 -0.020 0.0000
H -0.7835 6.2475 -0.8304 -0.131 0.427 -0.093 0.0000
H 0.7611 5.9525 0.0034 0.227 0.048 0.017 0.0000
H -0.7655 5.4946 0.7752 -0.111 0.015 0.275 0.0000
H -0.1580 5.2485 -3.3218 0.012 0.233 -0.209 0.0000
H 0.3514 3.5980 -3.8089 -0.032 -0.035 -0.038 0.0000
H 1.5107 4.6665 -3.0031 -0.014 0.062 0.064 0.0000
F 2.6951 0.3973 2.8219 0.397 0.547 -0.677 -0.0029
As 4.2034 1.3383 2.8153 3.204 0.234 2.602 -0.0020
F 4.1138 1.4921 4.5543 -0.127 -0.068 -1.153 0.0000
F 5.1011 -0.1924 3.0047 -0.822 0.841 -0.370 0.0003
F 5.7260 2.2097 2.7581 -1.156 -0.633 -0.151 -0.0001
F 4.2817 1.0579 1.0368 -0.606 -0.047 0.728 0.0003
F 3.3127 2.8055 2.5528 0.246 -1.053 0.016 0.0003
F 0.7992 3.5281 1.8021 0.187 -0.577 0.367 0.0017
C 0.7030 2.1635 1.9457 -2.209 1.916 1.064 -0.0014
F -0.6326 1.9360 1.6028 0.667 -0.253 0.455 -0.0049
F 0.7337 1.9625 3.2915 -0.002 -0.200 -0.126 0.0047
F 3.1898 0.3082 -1.2945 -0.793 -0.297 0.744 -0.0001
Te 1.2767 0.3157 -2.0090 1.615 4.308 -7.911 -0.0001
F -0.3341 1.4664 -2.8618 0.933 -1.494 0.687 0.0000
F 1.9825 2.1027 -2.3774 -0.398 -1.216 0.399 0.0000
F 2.4296 0.1519 -3.7899 -1.112 -0.609 1.116 0.0000
F 2.6215 2.8151 0.0762 0.323 -0.177 0.110 0.0000
O 0.7698 1.1035 -0.3480 0.146 -0.156 0.903 -0.0262
C -4.5401 -0.5502 2.9046 0.435 0.225 0.236 0.0224
S -2.9711 0.3650 2.7426 0.107 -0.225 0.031 0.0525
C -2.0825 -0.2788 4.1037 -1.422 0.889 0.174 0.2994
C -0.8620 -0.8698 4.0170 1.660 -0.923 -0.414 -0.0867
S 0.0213 -1.2719 2.6178 -0.436 0.128 1.512 0.5966
S -0.1445 -1.3313 5.5550 -0.706 0.267 0.311 -0.0250
C -1.4796 -0.8342 6.5768 0.462 -0.310 0.572 -0.0139
S -1.5132 -1.0782 8.2034 -0.046 0.149 -0.558 0.0753
S -2.7551 -0.0304 5.7066 0.564 -0.374 -0.551 0.0537
H -5.2117 -0.1156 2.1731 -0.087 0.039 -0.066 -0.0020
H -4.9259 -0.4087 3.9069 -0.265 -0.050 0.047 0.0005
H -4.3776 -1.6016 2.6977 -0.021 -0.121 -0.061 -0.0003
C 2.3176 -5.2304 -1.6452 0.117 -0.077 0.103 0.0004
C 3.3414 -5.0209 -0.5322 -0.135 0.071 0.083 0.0004
C 2.7030 -5.1883 0.8453 0.220 -0.051 -0.194 -0.0021
C 4.0212 -3.6452 -0.6646 0.559 -1.049 -0.444 0.0003
N 3.1352 -2.5816 -0.3004 -0.966 0.943 0.507 0.0003
C 3.2444 -1.6668 0.6633 0.204 -0.140 0.240 0.0021
N 2.1735 -0.9006 0.6732 -0.053 -2.016 -1.088 0.0087
N 1.3769 -1.3935 -0.3186 2.249 -2.739 0.226 0.0036
N 1.9651 -2.4129 -0.9231 -0.582 1.601 1.509 -0.0007
H 1.8754 -6.2201 -1.5763 -0.037 -0.145 0.023 0.0000
H 2.7852 -5.1305 -2.6213 0.019 0.008 -0.166 0.0000
H 1.5296 -4.4883 -1.5735 -0.137 -0.144 -0.091 -0.0002
H 4.1348 -5.7668 -0.6458 0.044 0.111 0.010 0.0000
H 1.8908 -4.4792 0.9846 -0.157 0.071 0.064 0.0036
H 3.4324 -5.0381 1.6391 0.039 0.004 0.140 0.0000
H 2.2897 -6.1888 0.9430 -0.045 -0.074 0.053 0.0000
H 4.3205 -3.4966 -1.7065 0.071 0.136 0.172 0.0000
H 4.9031 -3.5842 -0.0224 -0.139 0.126 -0.061 0.0000
H 4.0891 -1.5839 1.3210 0.174 0.158 0.121 -0.0001
```
Forces are in eV/Å.

Values from the calculation:
Largest force on an atom (hartree/bohr): 0.178
Orbital gap (alpha / beta) (eV): 5.179 / 3.026
Lowest unoccupied orbital energy (alpha / beta) (Eh): 0.0410 / -0.0379
Net charge: -1
Multiplicity: 2

***

C22H33BiN4O4SSe2SiTe3 | ωB97M-V/def2-TZVPD

Structure (XYZ):
```
71
Properties=species:S:1:pos:R:3:forces:R:3:lowdin_charge:R:1
Bi 0.8435 -0.9395 -0.3989 1.138 0.737 -1.233 1.5105
C 3.1572 3.4372 -0.8874 0.421 0.155 -0.025 -0.1081
O 2.2209 3.8159 0.1109 0.145 -0.168 -0.353 -0.1292
C 2.2320 3.1007 1.2838 -0.149 -0.129 0.276 -0.2527
C 2.3171 3.8244 2.4482 -0.053 -0.203 -0.006 -0.0305
C 2.1540 3.2021 3.6898 0.071 0.248 0.143 -0.1195
C 1.8971 1.8585 3.7394 -0.062 -0.185 0.005 -0.0803
C 1.8001 1.0764 2.5738 -0.043 0.419 -0.153 -0.1456
C 1.4490 -0.3108 2.7747 0.105 0.188 0.273 -0.0884
N 1.0471 -1.1636 1.9123 0.090 -0.482 -0.092 -0.1648
N 0.9096 -2.4675 2.3903 0.017 -0.063 0.333 0.0635
C 0.5229 -3.3170 1.4799 0.020 0.167 -0.291 -0.5154
O 0.1794 -3.0618 0.2662 0.043 -0.070 0.365 -0.2691
C 0.5924 -4.7580 1.8750 -0.132 0.103 0.026 -0.1501
C 0.0671 -5.2155 3.0773 0.028 -0.065 -0.030 -0.0319
C 0.1593 -6.5615 3.4052 -0.051 0.015 0.026 -0.0989
C 0.7931 -7.4504 2.5479 0.086 0.002 -0.041 -0.1163
C 1.3216 -6.9926 1.3467 -0.052 0.070 0.055 -0.0963
C 1.2079 -5.6518 1.0059 -0.041 -0.158 -0.018 -0.0285
C 1.9984 1.6853 1.3004 -0.027 -0.098 -0.079 -0.3090
O 2.0022 1.0237 0.1829 -0.330 -0.236 0.130 -0.3203
H 2.9036 3.9994 -1.7862 -0.109 -0.044 -0.003 0.0749
H 3.1547 2.3709 -1.0966 -0.223 -0.019 0.010 0.0716
H 4.1794 3.7253 -0.6013 -0.084 0.049 0.155 0.0851
H 2.4673 4.8948 2.3788 -0.011 -0.002 -0.041 0.1135
H 2.1965 3.7926 4.5966 -0.001 -0.039 -0.002 0.0881
H 1.7257 1.3744 4.6962 0.032 0.007 -0.019 0.1002
H 1.5310 -0.6765 3.8000 0.000 -0.026 -0.026 0.1204
H -0.4242 -4.5131 3.7375 0.032 0.006 0.005 0.1108
H -0.2792 -6.9225 4.3282 0.037 0.022 0.010 0.0934
H 0.8814 -8.4971 2.8145 -0.046 0.003 -0.006 0.0889
H 1.8131 -7.6818 0.6705 0.000 0.003 0.006 0.0930
H 1.5908 -5.2895 0.0605 -0.023 0.036 0.006 0.1140
Se -2.3555 1.7034 -1.3082 -1.236 1.475 -1.306 -0.3289
Te -6.8440 -0.0269 0.9077 -0.342 -0.046 0.379 -0.4559
Te -4.4727 0.6649 -0.2487 -2.783 -0.634 0.070 -0.1048
Se -1.6310 -0.1311 -0.2231 0.405 -1.916 1.634 -0.0693
C -0.8631 4.5873 -2.1821 0.194 0.346 -0.217 -0.4017
Te -0.2695 2.5362 -2.1777 2.589 0.464 -0.643 1.2552
C -0.2144 2.6604 -4.2983 0.083 0.115 -0.251 -0.3577
H -1.7546 4.7806 -2.7793 -0.081 -0.203 0.063 0.0122
H -0.0173 5.0716 -2.6766 -0.066 0.150 0.034 -0.0089
H -0.9716 5.0129 -1.1880 -0.030 -0.305 0.140 -0.0086
H 0.3691 3.5641 -4.4871 -0.034 -0.018 -0.091 -0.0016
H -1.1892 2.7613 -4.7738 -0.092 -0.062 0.219 0.0241
H 0.3108 1.7990 -4.6947 -0.053 -0.090 0.150 -0.0308
C -4.3499 1.6135 3.4901 0.111 0.034 0.014 -0.1241
N -3.0683 2.2455 3.1948 -0.359 -0.031 -0.025 -0.0610
C -2.8804 3.0478 2.1296 0.337 -0.191 0.007 -0.9598
N -3.9842 3.6024 1.5670 -0.185 0.063 0.113 0.0673
S -1.3250 3.3604 1.5765 0.194 0.422 0.273 0.5709
H -4.2268 0.9850 4.3704 -0.022 0.036 0.016 0.0790
H -4.6930 0.9922 2.6582 -0.035 0.016 0.057 -0.0698
H -5.1128 2.3649 3.7029 0.016 -0.018 0.053 0.0758
H -2.2396 1.7590 3.4913 0.092 0.077 -0.123 0.1042
H -4.8414 3.0662 1.6427 0.034 -0.076 -0.028 0.0416
H -3.8320 3.8939 0.6139 0.111 0.035 0.040 0.0596
C 2.3657 -1.8446 -3.5970 -0.006 -0.147 -0.348 -0.2068
Si 0.5683 -1.2386 -3.8142 0.148 0.489 0.623 0.1619
C 0.3349 -0.7546 -5.6252 -0.039 -0.196 -0.074 -0.1934
C -0.5312 -2.7211 -3.4441 -0.005 -0.099 -0.260 -0.1752
O 0.3089 -0.0193 -2.7901 0.235 -0.096 -0.065 -0.7091
H 2.8139 -2.1520 -4.5508 -0.018 -0.038 0.064 0.0097
H 2.4089 -2.7038 -2.9217 0.018 0.010 0.002 0.0053
H 2.9976 -1.0611 -3.1730 -0.061 0.058 -0.008 0.0122
H 0.5658 -1.6185 -6.2598 -0.020 0.073 -0.033 0.0170
H 0.9892 0.0679 -5.9258 0.033 -0.039 0.023 0.0109
H -0.6986 -0.4583 -5.8255 0.025 0.008 0.030 0.0257
H -0.2896 -3.5532 -4.1177 -0.032 0.001 0.039 0.0214
H -1.5913 -2.4848 -3.5651 0.024 0.048 0.020 0.0343
H -0.3980 -3.0837 -2.4203 0.024 0.040 0.007 0.0060
```
Forces are in eV/Å.

Values from the calculation:
Largest force on an atom (hartree/bohr): 0.056
Orbital gap (eV): 3.610
Lowest unoccupied orbital energy (Eh): 0.1305
Net charge: -2

***

Number 1: E_tot -8375.32912 hartree. Number 2: E_tot -7887.37074 hartree.